Entry 1:
This record from the Open Molecules 2025 dataset describes C18H20N4O7S in the gas phase. The level of theory is ωB97M-V/def2-TZVPD.

The calculation puts the lowest unoccupied orbital energy at -0.7 eV. The calculation puts the electronic energy at -50114.946 eV. As for the structure (SMILES): Cc1ccc(NC(=O)COc2cccnc2[N+](=O)[O-])cc1S(=O)(=O)N1CCOCC1.

Last column: Löwdin charge in e.
Atoms and positions in Å:
1 S -1.10 0.17 2.39  0.696
2 O -0.02 1.11 2.43  -0.286
3 O -1.48 -0.43 3.64  -0.279
4 O -0.49 -0.01 -1.76  0.079
5 O -0.68 2.01 -2.47  0.103
6 O -2.58 3.62 1.36  -0.120
7 O 4.51 -2.75 -1.15  0.073
8 O 1.70 -1.17 -2.38  -0.025
9 N 2.62 -2.37 0.00  0.152
10 N 1.84 2.42 -2.18  0.157
11 N -0.02 1.05 -2.15  -0.314
12 N -2.51 0.81 1.74  -0.240
13 C 4.07 1.62 -2.23  -0.023
14 C 3.63 0.31 -2.28  0.031
15 C -1.52 -2.11 0.82  -0.237
16 C 3.32 -2.52 -1.14  -0.471
17 C -1.01 -3.13 0.02  -0.008
18 C 2.53 -2.31 -2.44  -0.068
19 C 3.14 2.65 -2.19  -0.120
20 C -2.64 3.08 2.66  -0.185
21 C 0.34 -3.21 -0.28  0.004
22 C -3.24 1.67 2.65  -0.158
23 C 2.26 0.05 -2.28  -0.167
24 C 1.41 1.17 -2.21  -0.136
25 C -2.95 -2.07 1.21  -0.032
26 C -0.62 -1.14 1.26  -0.217
27 C -2.36 1.40 0.42  -0.161
28 C 0.73 -1.21 0.96  0.011
29 C -1.79 2.82 0.51  -0.186
30 C 1.22 -2.25 0.20  -0.228
31 H 3.43 3.69 -2.15  0.111
32 H 1.37 -0.44 1.36  0.123
33 H -3.41 -3.05 1.09  0.085
34 H -3.49 -1.36 0.59  0.088
35 H -1.80 3.30 -0.47  0.122
36 H 0.71 -4.05 -0.86  0.119
37 H -1.71 0.74 -0.16  0.085
38 H -3.26 3.76 3.25  0.129
39 H -1.63 3.04 3.09  0.122
40 H -0.76 2.78 0.89  0.118
41 H -1.68 -3.89 -0.34  0.119
42 H -3.05 -1.74 2.24  0.072
43 H 3.18 -2.35 0.84  0.169
44 H -3.35 1.43 -0.04  0.142
45 H -3.18 1.22 3.64  0.118
46 H -4.28 1.71 2.31  0.135
47 H 5.13 1.84 -2.22  0.112
48 H 3.25 -2.24 -3.27  0.143
49 H 4.35 -0.49 -2.30  0.112
50 H 1.86 -3.14 -2.63  0.133


Entry 2:
This record from the Open Molecules 2025 dataset describes a molecular structure, C4H17HgN2O. The level of theory is ωB97M-V/def2-TZVPD.

The calculation puts the lowest unoccupied orbital energy at 3.7 eV. The calculation puts the electronic energy at -13621.604 eV. Its total charge is -1.

Last column: Löwdin charge in e.
Atoms and positions in Å:
1 Hg 0.36 -0.98 -0.80  0.759
2 O 0.05 1.04 0.13  -0.481
3 N -1.67 -2.56 -2.02  -0.093
4 N -1.25 -1.66 0.82  -0.127
5 C 0.51 1.36 1.43  -0.681
6 C 1.63 2.42 1.44  -0.101
7 C -0.72 1.85 2.15  -0.125
8 C 1.55 -0.37 -2.57  -0.408
9 H 0.91 0.47 1.95  0.088
10 H 0.81 0.35 -2.97  -0.003
11 H 1.28 -1.59 -1.97  -0.079
12 H 2.41 0.13 -2.11  -0.011
13 H -1.11 2.72 1.61  0.071
14 H 1.86 -0.93 -3.46  -0.032
15 H -1.59 -2.65 -3.04  -0.003
16 H 1.30 3.30 0.87  0.067
17 H 2.55 2.04 0.99  0.057
18 H -0.51 2.14 3.18  0.059
19 H -1.50 1.09 2.13  0.043
20 H -2.61 -2.22 -1.82  -0.013
21 H -1.60 -2.62 0.71  -0.026
22 H -2.04 -1.01 0.73  -0.003
23 H -0.88 -1.56 1.77  -0.001
24 H 1.85 2.74 2.46  0.058
25 H -1.59 -3.51 -1.64  -0.016


Entry 3:
This record from the Open Molecules 2025 dataset describes a molecular structure, C18H24F5I2N4SZn. The level of theory is ωB97M-V/def2-TZVPD.

The calculation puts the lowest unoccupied orbital energy at -3.8 eV. The calculation puts the electronic energy at -114051.994 eV. Its total charge is +1.

Last column: Löwdin charge in e.
Atoms and positions in Å:
1 I -3.56 0.32 0.59  0.104
2 I -4.93 -1.27 -1.04  0.115
3 Zn 0.82 -1.48 -0.08  0.764
4 S -1.33 4.21 -2.41  1.071
5 F -1.19 -4.55 -3.03  0.155
6 F -0.27 -4.74 -1.08  0.086
7 F 0.55 -2.47 -1.82  -0.149
8 F -2.39 -4.28 -1.25  0.127
9 F -1.15 -2.15 -0.44  -0.178
10 N 0.35 0.34 -0.73  -0.021
11 N 2.94 -1.44 0.10  -0.319
12 N 0.78 -2.31 1.82  -0.321
13 N -4.19 6.02 0.64  0.076
14 C 0.59 -3.78 1.72  -0.049
15 C -0.27 -1.78 2.70  -0.058
16 C -1.94 5.48 0.03  -0.090
17 C -1.20 -4.03 -1.81  -0.634
18 C -0.71 2.75 -1.68  -0.490
19 C -4.60 5.56 -0.53  -0.120
20 C 3.21 -2.22 1.32  -0.163
21 C 3.40 -0.05 0.27  -0.066
22 C 0.29 0.60 -2.05  -0.092
23 C 3.67 -2.03 -1.05  -0.055
24 C -3.75 4.99 -1.47  -0.075
25 C -0.20 1.78 -2.55  -0.054
26 C -0.65 2.47 -0.31  -0.085
27 C -2.89 5.99 0.91  -0.129
28 C -0.95 -2.53 -1.85  -0.075
29 C -2.40 4.94 -1.17  -0.505
30 C 2.12 -2.01 2.37  -0.165
31 C -0.12 1.28 0.10  -0.169
32 H 3.19 0.53 -0.63  0.092
33 H -0.23 1.94 -3.62  0.119
34 H 3.44 -1.47 -1.95  0.097
35 H -0.11 -0.71 2.88  0.085
36 H -1.04 3.15 0.42  0.099
37 H -5.66 5.63 -0.73  0.115
38 H -4.12 4.61 -2.41  0.108
39 H -0.26 -2.29 3.67  0.108
40 H 0.64 -0.17 -2.72  0.119
41 H 4.48 -0.02 0.47  0.106
42 H -0.89 5.55 0.26  0.114
43 H -1.25 -1.91 2.24  0.078
44 H 2.88 0.43 1.11  0.086
45 H 3.35 -3.06 -1.19  0.097
46 H -0.07 1.05 1.16  0.107
47 H 0.76 -4.26 2.68  0.109
48 H 4.18 -1.93 1.76  0.139
49 H 2.33 -2.63 3.24  0.141
50 H -2.58 6.39 1.87  0.113
51 H 4.75 -2.01 -0.88  0.105
52 H -0.44 -3.98 1.42  0.095
53 H 3.27 -3.27 1.05  0.123
54 H 2.12 -0.97 2.70  0.120
55 H 1.24 -4.22 0.97  0.089


Entry 4:
This record from the Open Molecules 2025 dataset describes 2 unconnected molecules or ions with the total composition C4H12O. The level of theory is ωB97M-V/def2-TZVPD.

The calculation puts the lowest unoccupied orbital energy at 1.0 eV. The calculation puts the electronic energy at -6389.423 eV. As for the structure (SMILES): CCO.CC.

Last column: Löwdin charge in e.
Atoms and positions in Å:
1 O 0.44 0.64 -1.30  -0.110
2 C -1.03 -1.86 -0.28  -0.166
3 C 0.70 1.72 0.90  -0.087
4 C -0.16 -1.97 0.97  -0.169
5 C 0.00 1.68 -0.43  -0.310
6 H -1.05 1.43 -0.28  0.105
7 H 0.80 -1.48 0.84  0.049
8 H -2.03 -2.27 -0.21  0.064
9 H 1.27 0.19 -1.11  0.086
10 H -0.52 -2.24 -1.18  0.068
11 H -0.67 -1.45 1.79  0.062
12 H 0.10 2.62 -0.97  0.106
13 H 0.42 2.60 1.48  0.076
14 H -1.07 -0.80 -0.56  0.029
15 H 0.56 0.78 1.45  0.057
16 H 1.80 1.75 0.82  0.080
17 H -0.07 -3.00 1.32  0.060